Record 1
ORCA calculation (ωB97M-V/def2-TZVPD) on a single C5H12N2 molecule.

Computed properties:
highest occupied orbital energy = -0.246 hartree
spin multiplicity = 1
relative energy (zero: lowest compared OMol25 entry of this formula, charge and spin) = 417.8 kJ/mol
electronic energy = -8355.8056 eV

Last column: Löwdin charge in e.
Cartesian coordinates (Å):
C1 0.987 0.368 0.197  -0.30
C2 1.232 1.794 0.082  -0.10
C3 2.225 -0.538 0.180  -0.04
C4 -0.672 -1.448 -0.144  0.00
C5 -2.690 0.593 0.087  -0.18
N1 -0.378 0.032 0.019  -0.20
N2 -1.327 0.940 -0.227  -0.09
H1 0.874 2.083 -0.943  0.10
H2 2.260 2.177 0.255  0.09
H3 0.500 2.288 0.725  0.07
H4 2.993 0.131 -0.224  0.08
H5 1.899 -1.409 -0.412  0.06
H6 2.357 -0.958 1.180  0.08
H7 -1.735 -1.575 0.126  0.07
H8 -0.497 -1.558 -1.236  0.11
H9 0.016 -2.033 0.505  0.09
H10 -3.118 -0.106 -0.534  0.03
H11 -2.865 0.330 1.047  0.03
H12 -3.064 1.712 -0.114  0.13

***

Record 2
ORCA calculation (ωB97M-V/def2-TZVPD) on a gas-phase ion, C5H12N2 (charge +1).

Computed properties:
highest occupied orbital energy (alpha / beta) = -0.502 / -0.496 hartree
charge = +1
spin multiplicity = 2
relative energy (zero: lowest compared OMol25 entry of this formula, charge and spin) = 258.6 kJ/mol
electronic energy = -8349.8887 eV
expectation value of S² = 0.76

Last column: Mulliken spin population.
Cartesian coordinates (Å):
C1 0.290 0.556 0.158  0.02
C2 -1.232 0.224 0.404  0.07
C3 -1.985 1.493 0.711  0.00
C4 -1.500 2.406 1.543  0.06
N1 0.690 -0.314 -0.924  0.73
C5 1.106 -1.656 -0.640  0.01
N2 1.931 -2.252 -1.699  0.03
H1 0.259 1.549 -0.263  -0.01
H2 0.904 0.396 1.039  0.02
H3 -1.395 -0.543 1.154  0.01
H4 -1.722 -0.135 -0.506  0.00
H5 -2.785 1.825 0.055  0.00
H6 -2.025 3.276 1.893  0.00
H7 -0.525 2.169 1.963  0.01
H8 1.272 0.173 -1.609  -0.02
H9 1.720 -1.591 0.270  0.05
H10 0.291 -2.364 -0.491  0.03
H11 2.892 -1.972 -1.545  0.00
H12 1.812 -3.241 -1.511  0.00

***

Record 3
ORCA calculation (ωB97M-V/def2-TZVPD) on a gas-phase ion, C5H12N2 (charge +2).

Computed properties:
highest occupied orbital energy = -0.809 hartree
charge = +2
spin multiplicity = 1
relative energy (zero: lowest compared OMol25 entry of this formula, charge and spin) = 280.2 kJ/mol
structure (SMILES) = C[N+]1(C)CCC1=[NH2+]
electronic energy = -8339.3152 eV

Last column: Löwdin charge in e.
Cartesian coordinates (Å):
C1 1.089 0.595 -1.207  0.04
N1 0.480 -0.019 -0.019  -0.27
C2 1.202 0.535 1.173  0.04
C3 0.274 -1.515 0.148  0.04
C4 -1.281 -1.226 0.147  0.02
C5 -1.063 0.147 -0.094  -0.09
N2 -1.872 1.129 -0.329  0.37
H1 0.742 0.063 -2.139  0.15
H2 0.887 1.725 -1.053  0.15
H3 2.163 0.474 -1.093  0.12
H4 1.353 1.667 1.068  0.15
H5 0.594 0.381 2.110  0.15
H6 2.203 0.061 1.124  0.14
H7 0.668 -1.877 1.142  0.17
H8 0.608 -1.990 -0.789  0.16
H9 -1.590 -1.539 1.094  0.16
H10 -1.881 -1.653 -0.497  0.11
H11 -2.887 0.971 -0.206  0.21
H12 -1.688 2.073 -0.580  0.17

***

Record 4
ORCA calculation (ωB97M-V/def2-TZVPD) on 2 unconnected molecules or ions with the total composition C5H12N2.

Computed properties:
highest occupied orbital energy (alpha / beta) = -0.734 / -0.740 hartree
charge = +2
spin multiplicity = 1
relative energy (zero: lowest compared OMol25 entry of this formula, charge and spin) = 916.4 kJ/mol
electronic energy = -8332.7214 eV

Last column: Löwdin charge in e.
Cartesian coordinates (Å):
C1 0.068 -0.932 0.481  0.28
C2 -1.201 -1.581 0.111  0.14
C3 2.522 0.395 -0.181  -0.11
C4 -0.955 0.536 -1.267  -0.01
C5 -1.494 0.596 1.111  0.05
N1 2.133 -0.847 0.174  0.21
N2 -0.923 -0.089 -0.054  -0.35
H1 -1.273 -1.944 -0.928  0.19
H2 -1.788 -1.679 0.995  0.15
H3 3.534 0.146 -0.172  0.14
H4 2.576 1.196 0.521  0.13
H5 2.134 0.888 -1.195  0.17
H6 -0.223 1.434 -1.281  0.16
H7 -0.641 -0.140 -2.090  0.14
H8 -1.948 0.921 -1.531  0.15
H9 -2.628 0.470 1.109  0.17
H10 -1.083 0.220 2.104  0.16
H11 -1.280 1.677 1.094  0.14
H12 2.471 -1.266 1.000  0.11

***

Record 5
ORCA calculation (ωB97M-V/def2-TZVPD) on 2 unconnected molecules or ions with the total composition C5H12N2O.

Computed properties:
highest occupied orbital energy = -0.322 hartree
spin multiplicity = 1
relative energy (zero: lowest compared OMol25 entry of this formula, charge and spin) = 271.2 kJ/mol
structure (SMILES) = CC(=O)N(C)N.C=C
electronic energy = -10405.6132 eV

Last column: Löwdin charge in e.
Cartesian coordinates (Å):
C1 -1.221 -1.778 -0.094  -0.01
C2 -1.032 -0.352 0.365  -0.49
O1 -0.900 -0.097 1.566  0.01
N1 -1.041 0.641 -0.618  -0.20
C3 -0.631 1.995 -0.278  -0.04
N2 -1.302 0.339 -1.975  0.06
H1 -0.858 -1.944 -1.111  0.06
H2 -0.639 -2.435 0.561  0.08
H3 -2.278 -2.045 -0.028  0.08
H4 -0.846 2.218 0.771  0.09
H5 -1.151 2.717 -0.913  0.08
H6 0.449 2.073 -0.438  0.08
H7 -1.021 1.127 -2.561  0.08
H8 -2.318 0.267 -2.083  0.10
C4 2.535 -0.751 0.543  -0.08
C5 2.409 -0.151 1.731  -0.07
H9 3.102 -1.669 0.439  0.04
H10 2.057 -0.343 -0.341  0.04
H11 2.867 -0.566 2.623  0.05
H12 1.818 0.753 1.842  0.04

***

Record 6
ORCA calculation (ωB97M-V/def2-TZVPD) on a single C5H12N2O molecule.

Computed properties:
highest occupied orbital energy = -0.339 hartree
spin multiplicity = 1
relative energy (zero: lowest compared OMol25 entry of this formula, charge and spin) = 156.6 kJ/mol
structure (SMILES) = [H]/N=C(/C)[C@H](O)[C@H](C)N
electronic energy = -10406.8009 eV

Last column: Löwdin charge in e.
Cartesian coordinates (Å):
H1 2.045 1.849 -0.578  0.05
N1 2.550 0.970 -0.378  0.14
C1 1.669 0.022 -0.325  -0.35
C2 2.102 -1.381 -0.010  -0.06
C3 0.141 0.314 -0.653  -0.30
O1 0.000 1.738 -0.729  -0.05
C4 -0.793 -0.286 0.395  -0.39
C5 -2.293 -0.103 -0.153  -0.05
N2 -0.655 0.348 1.693  0.04
H2 3.189 -1.472 -0.078  0.08
H3 1.792 -1.639 1.006  0.08
H4 1.643 -2.078 -0.716  0.08
H5 -0.031 -0.120 -1.643  0.15
H6 -0.714 1.919 -1.362  0.10
H7 -0.621 -1.360 0.506  0.13
H8 -2.493 -0.875 -0.904  0.07
H9 -2.499 0.873 -0.604  0.06
H10 -3.023 -0.237 0.652  0.07
H11 -0.562 1.359 1.578  0.08
H12 -1.446 0.158 2.302  0.07

***

Record 7
ORCA calculation (ωB97M-V/def2-TZVPD) on a molecular structure, C5H12N2O.

Computed properties:
highest occupied orbital energy = -0.315 hartree
spin multiplicity = 1
relative energy (zero: lowest compared OMol25 entry of this formula, charge and spin) = 338.7 kJ/mol
electronic energy = -10404.9137 eV

Last column: Löwdin charge in e.
Cartesian coordinates (Å):
C1 1.196 0.331 -0.850  -0.35
C2 -2.245 -0.214 -0.571  -0.07
C3 -0.946 -0.129 1.470  -0.06
C4 2.336 0.631 0.111  -0.06
N1 -0.921 -0.141 0.018  -0.27
N2 -0.053 0.992 -0.637  0.05
C5 0.625 -1.185 -0.658  -0.33
O1 1.083 -1.954 0.156  -0.01
H1 0.006 1.758 0.035  0.11
H2 1.506 0.440 -1.895  0.13
H3 0.137 -1.511 -1.592  0.12
H4 -2.887 0.598 -0.211  0.09
H5 -2.153 -0.132 -1.652  0.08
H6 -2.703 -1.171 -0.319  0.09
H7 -1.582 -0.937 1.832  0.10
H8 -1.328 0.826 1.852  0.09
H9 0.060 -0.293 1.850  0.08
H10 3.148 -0.077 -0.051  0.08
H11 2.703 1.647 -0.033  0.07
H12 2.019 0.521 1.147  0.07

***

Record 8
ORCA calculation (ωB97M-V/def2-TZVPD) on a single C5H12N2O molecule.

Computed properties:
highest occupied orbital energy = -0.327 hartree
spin multiplicity = 1
relative energy (zero: lowest compared OMol25 entry of this formula, charge and spin) = 164.2 kJ/mol
structure (SMILES) = CNCC(=O)N(C)C
electronic energy = -10406.7224 eV

Last column: Löwdin charge in e.
Cartesian coordinates (Å):
C1 2.885 0.009 0.163  -0.12
N1 1.528 -0.048 -0.355  -0.15
C2 0.752 1.150 -0.130  -0.16
C3 -0.690 0.983 -0.610  -0.43
O1 -1.242 1.678 -1.429  0.06
N2 -1.411 0.015 0.104  -0.14
C4 -0.851 -0.918 1.069  -0.07
C5 -2.622 -0.451 -0.501  -0.09
H1 2.867 0.156 1.245  0.08
H2 3.445 0.841 -0.265  0.07
H3 3.342 -0.949 -0.075  0.08
H4 1.408 -0.404 -1.284  0.11
H5 0.632 1.344 0.940  0.12
H6 1.216 2.011 -0.630  0.12
H7 -0.437 -0.493 1.979  0.09
H8 -1.671 -1.600 1.279  0.08
H9 -0.093 -1.579 0.631  0.08
H10 -2.572 -1.438 -0.992  0.10
H11 -2.974 0.233 -1.266  0.08
H12 -3.514 -0.541 0.130  0.09

***

Record 9
ORCA calculation (ωB97M-V/def2-TZVPD) on 2 unconnected molecules or ions with the total composition C5H12N2O.

Computed properties:
highest occupied orbital energy = -0.277 hartree
spin multiplicity = 1
relative energy (zero: lowest compared OMol25 entry of this formula, charge and spin) = 134.8 kJ/mol
structure (SMILES) = CC(C)=CN.NC=O
electronic energy = -10407.0267 eV

Last column: Löwdin charge in e.
Cartesian coordinates (Å):
C1 -1.748 -1.207 -0.122  -0.08
C2 -0.661 -0.439 -0.818  -0.37
C3 0.228 -1.243 -1.721  -0.07
C4 -0.528 0.894 -0.640  -0.24
N1 0.245 1.760 -1.380  0.05
H1 -1.339 -2.100 0.363  0.07
H2 -2.234 -0.613 0.658  0.07
H3 -2.510 -1.520 -0.843  0.08
H4 0.317 -2.274 -1.365  0.08
H5 1.243 -0.836 -1.764  0.07
H6 -0.184 -1.262 -2.735  0.08
H7 -1.264 1.425 -0.038  0.11
H8 0.462 2.629 -0.903  0.08
H9 1.061 1.331 -1.807  0.07
N2 0.829 1.025 2.614  0.11
C5 1.416 0.177 1.718  -0.42
O1 1.239 -1.040 1.745  -0.01
H10 0.110 0.639 3.212  0.11
H11 1.101 1.993 2.693  0.09
H12 2.216 0.660 1.132  0.13

***

Record 10
ORCA calculation (ωB97M-V/def2-TZVPD) on a molecular structure, C5H12N2O.

Computed properties:
highest occupied orbital energy = -0.297 hartree
spin multiplicity = 1
relative energy (zero: lowest compared OMol25 entry of this formula, charge and spin) = 347.7 kJ/mol
electronic energy = -10404.8204 eV

Last column: Löwdin charge in e.
Cartesian coordinates (Å):
C1 0.791 -0.099 1.769  -0.08
C2 1.844 -0.016 -0.422  -0.06
N1 0.564 0.043 0.320  -0.27
H1 -0.368 1.363 0.264  0.13
H2 -0.130 0.168 2.291  0.09
H3 1.567 0.596 2.098  0.09
H4 1.095 -1.113 2.037  0.09
H5 2.586 0.639 0.042  0.09
H6 1.707 0.288 -1.460  0.08
H7 2.247 -1.032 -0.420  0.09
C3 -0.726 -0.665 -1.745  -0.04
C4 -0.527 -0.767 -0.252  -0.46
C5 -1.625 1.826 0.087  -0.19
N2 -1.259 -1.588 0.404  0.16
O1 -2.003 2.516 -0.845  -0.06
H8 -1.032 -1.623 1.394  0.03
H9 -2.378 1.389 0.795  0.07
H10 -0.075 -1.380 -2.255  0.09
H11 -1.769 -0.881 -1.981  0.09
H12 -0.509 0.337 -2.119  0.07

***

Record 11
ORCA calculation (ωB97M-V/def2-TZVPD) on 3 unconnected molecules or ions with the total composition C5H12N2O.

Computed properties:
highest occupied orbital energy = -0.334 hartree
spin multiplicity = 1
relative energy (zero: lowest compared OMol25 entry of this formula, charge and spin) = 283.4 kJ/mol
structure (SMILES) = CC(C)=N.C#N.CO
electronic energy = -10405.4873 eV

Last column: Löwdin charge in e.
Cartesian coordinates (Å):
C1 0.427 2.592 -0.667  -0.04
C2 0.290 1.355 0.162  -0.47
C3 1.554 0.700 0.615  -0.05
N1 -0.813 0.949 0.667  0.12
H1 1.133 3.281 -0.211  0.08
H2 -0.524 3.092 -0.809  0.08
H3 0.808 2.307 -1.649  0.08
H4 2.131 0.402 -0.255  0.07
H5 1.334 -0.191 1.196  0.08
H6 2.148 1.407 1.195  0.09
H7 -1.637 1.483 0.405  0.09
C4 -0.317 -1.262 -1.857  -0.06
N2 0.310 -0.304 -1.990  0.09
H8 -0.937 -2.112 -2.020  0.08
C5 -0.942 -2.669 0.950  -0.21
O1 -1.304 -1.529 0.231  -0.30
H9 0.142 -2.842 0.982  0.07
H10 -1.333 -2.611 1.978  0.07
H11 -1.370 -3.558 0.464  0.07
H12 -1.101 -0.488 0.612  0.06

***

Record 12
ORCA calculation (ωB97M-V/def2-TZVPD) on 2 unconnected molecules or ions with the total composition C5H12N2O.

Computed properties:
highest occupied orbital energy = -0.262 hartree
spin multiplicity = 1
relative energy (zero: lowest compared OMol25 entry of this formula, charge and spin) = 239.6 kJ/mol
structure (SMILES) = CC/C(N)=C/N.C=O
electronic energy = -10405.9403 eV

Last column: Löwdin charge in e.
Cartesian coordinates (Å):
C1 -1.143 0.952 -0.588  -0.10
C2 0.262 0.961 0.017  -0.21
C3 1.244 0.120 -0.738  -0.40
N1 1.781 0.650 -1.909  0.09
C4 1.504 -1.142 -0.391  -0.18
N2 2.426 -1.933 -1.141  0.01
H1 -1.957 0.972 0.133  0.05
H2 -1.324 0.038 -1.151  0.07
H3 -1.361 1.765 -1.292  0.07
H4 0.610 1.992 0.048  0.10
H5 0.242 0.589 1.037  0.10
H6 2.690 0.278 -2.150  0.07
H7 1.770 1.659 -1.999  0.08
H8 1.215 -1.528 0.573  0.10
H9 2.131 -2.091 -2.099  0.07
H10 2.581 -2.839 -0.726  0.06
C5 -3.168 -0.108 3.101  -0.15
O1 -3.130 -0.944 2.245  -0.01
H11 -3.030 0.966 2.868  0.08
H12 -3.342 -0.356 4.162  0.08

***

The lowest electronic energy belongs to which entry?
number 9

***

What is the spin multiplicity in the third record?
1